Record 1
Density functional theory data (ωB97M-V/def2-TZVPD) for 13 unconnected molecules or ions with the total composition H26O13.

The geometry in XYZ format:
```
39
H26O13 ωB97M-V/def2-TZVPD
H 4.10 -0.09 -1.05
H 3.54 1.45 -3.76
O 3.46 2.40 -3.66
H -0.66 0.22 0.51
H -2.24 -3.81 2.37
H 1.71 2.24 3.56
H -3.87 1.61 1.62
H 2.27 4.38 1.00
H 2.88 -2.00 -2.97
H 0.39 -4.33 -1.44
H 4.38 -2.17 -3.01
H 1.35 0.91 2.94
H -2.34 -3.49 0.90
H -0.31 4.05 -2.80
O 4.50 0.53 -0.44
H 4.05 1.35 -0.61
H -2.64 -1.64 -2.49
H -0.94 -0.61 4.71
H 0.47 -2.95 -0.81
O -3.17 1.48 0.98
H -0.46 -0.94 6.11
O 1.84 1.30 3.66
H -4.45 -1.17 1.19
O 2.55 3.85 0.25
O -1.74 -3.83 1.56
O -4.95 -1.72 1.79
H -3.36 2.10 0.28
H 0.43 0.31 -0.54
O 0.22 -0.10 0.30
H -4.03 -1.33 -1.99
H 1.81 3.27 0.08
O -0.46 3.16 -2.47
O 0.91 -3.53 -1.43
O -1.14 -1.15 5.47
O 3.69 -1.53 -3.18
H 2.52 2.55 -3.60
O -3.22 -1.78 -1.75
H -1.41 3.03 -2.57
H -5.68 -2.04 1.27
```

Its energy relative to the best compared isomer or geometry (same formula, charge and spin) is 269.1 kJ/mol.

Charge distribution, natural (NBO) scheme, values in e: 0.471, 0.476, -0.940, 0.478, 0.476, 0.462, 0.479, 0.465, 0.483, 0.473, 0.477, 0.475, 0.470, 0.477, -0.945, 0.472, 0.474, 0.469, 0.484, -0.947, 0.470, -0.937, 0.473, -0.933, -0.946, -0.940, 0.469, 0.469, -0.946, 0.466, 0.467, -0.944, -0.957, -0.939, -0.959, 0.464, -0.940, 0.467, 0.467

=====

Record 2
Density functional theory data (ωB97M-V/def2-TZVPD) for 13 unconnected molecules or ions with the total composition H26O13.

The geometry in XYZ format:
```
39
H26O13 ωB97M-V/def2-TZVPD
H -4.86 11.42 6.42
H -3.77 17.90 1.22
O -2.46 15.59 4.44
H -7.94 10.23 3.26
H -0.45 12.27 -3.02
H -8.07 8.85 3.87
H -2.26 8.19 -0.80
O -1.10 12.38 -3.72
O -4.23 11.82 7.02
H 0.52 12.49 0.60
O -3.95 12.46 1.21
H -9.19 14.27 1.57
H -5.09 18.19 0.53
H -8.73 9.27 -1.91
O 0.81 13.31 0.20
O -4.40 17.53 0.59
H -2.37 16.54 4.45
H -8.83 14.49 3.03
H -1.02 9.34 3.54
O -7.59 9.67 3.96
O -8.37 9.13 -1.03
O -1.90 17.07 -3.30
H -4.88 12.60 1.40
O -7.05 13.32 -2.97
H -1.42 17.38 -2.53
H -1.38 13.30 -3.64
H -3.75 12.44 6.48
H -2.81 17.02 -3.01
H -6.97 13.91 -3.72
H -7.99 9.97 -0.79
O -2.69 7.74 -1.52
O -9.05 13.81 2.40
H -1.65 10.02 2.34
H -7.99 13.29 -2.79
H -3.80 12.97 0.41
O -0.89 9.50 2.60
H -2.70 6.82 -1.26
H 1.40 13.70 0.85
H -2.20 15.34 3.55
```

Its energy relative to the best compared isomer or geometry (same formula, charge and spin) is 322.2 kJ/mol.

Charge distribution, natural (NBO) scheme, values in e: 0.471, 0.467, -0.935, 0.471, 0.469, 0.470, 0.468, -0.939, -0.940, 0.474, -0.945, 0.467, 0.470, 0.467, -0.942, -0.937, 0.465, 0.471, 0.471, -0.941, -0.934, -0.937, 0.472, -0.935, 0.468, 0.469, 0.469, 0.469, 0.470, 0.467, -0.934, -0.937, 0.474, 0.464, 0.473, -0.945, 0.466, 0.469, 0.471

=====

Record 3
Density functional theory data (ωB97M-V/def2-TZVPD) for 13 unconnected molecules or ions with the total composition H26O13 in a non-equilibrium geometry.

The geometry in XYZ format:
```
39
H26O13 ωB97M-V/def2-TZVPD
O 1.36 2.42 0.00
H -0.94 4.56 -0.53
H -2.06 0.29 -0.54
H 2.03 2.20 1.72
H -1.13 -2.09 2.04
H 2.38 2.34 -0.22
O 2.39 2.06 2.67
O -0.81 -2.95 1.64
H -0.68 3.10 -0.05
H -2.26 -1.15 0.04
O 1.52 2.47 -3.15
O -2.48 -0.20 0.13
O -2.08 -0.73 2.45
H 1.53 -1.32 3.33
H 1.06 -1.69 -1.76
H 2.02 -2.92 -0.20
O 1.93 -0.76 2.76
H 0.87 -1.88 0.38
O 0.23 -0.13 0.71
H 1.85 1.39 3.19
H -0.76 -2.49 -1.21
H 1.55 -0.74 1.85
H -2.40 -0.32 1.65
H -0.80 -0.13 -2.17
O 0.40 -1.71 -2.49
H 0.59 0.63 0.04
H -2.03 -3.27 -1.14
H 1.44 2.63 -4.08
O -0.89 0.84 -2.04
H 1.36 3.40 -0.02
H 0.71 -2.14 -3.27
H -0.76 -0.16 0.65
H -1.22 -3.16 0.76
H -1.98 -0.17 3.11
H 0.79 2.00 -2.54
O 1.68 -2.12 -0.18
H -1.53 0.81 -2.85
O -1.37 3.77 -0.10
O -1.51 -2.67 -0.59
```

Its energy relative to the best compared isomer or geometry (same formula, charge and spin) is 416.8 kJ/mol.

Charge distribution, natural (NBO) scheme, values in e: -0.979, 0.468, 0.503, 0.475, 0.496, 0.512, -1.001, -1.055, 0.473, 0.511, -1.031, -0.968, -0.967, 0.466, 0.525, 0.475, -0.980, 0.539, -1.023, 0.502, 0.521, 0.504, 0.488, 0.499, -1.026, 0.512, 0.492, 0.488, -0.971, 0.497, 0.493, 0.495, 0.478, 0.470, 0.533, -0.999, 0.484, -0.940, -0.958